Entry from the Open Molecules 2025 dataset: a gas-phase ion, CH2F2O2PS (charge -1) in a non-equilibrium geometry (ωB97M-V with the def2-TZVPD basis set).

Calculated values
- relative energy (zero: lowest compared OMol25 entry of this formula, charge and spin) (kcal/mol) = 148.8
- HOMO-LUMO gap (alpha / beta) (Ha) = 0.226 / 0.226
- highest occupied orbital energy (alpha / beta) (eV) = -2.598 / -2.602
- multiplicity = 1
- net charge = -1

Each line ends with the natural charge from an NBO analysis.
Atoms and positions in Å:
C 0.46 -1.64 0.99  0.036
O -3.45 0.85 0.06  -0.952
O -3.35 -0.99 -1.46  -0.960
F -0.29 -1.52 2.15  -0.416
F 0.42 -3.03 0.67  -0.439
P -0.31 -0.61 -0.33  0.314
S -2.85 -0.51 -0.16  1.466
H 0.66 -0.62 -1.12  -0.047
H 0.16 0.43 0.42  -0.003

=====

Entry from the Open Molecules 2025 dataset: a molecular structure, C27H41ClF4N2O9PS2 in a non-equilibrium geometry (ωB97M-V with the def2-TZVPD basis set).

Calculated values
- HOMO-LUMO gap (Ha) = 0.252
- highest occupied orbital energy (eV) = -11.096
- multiplicity = 1
- net charge = +1

Each line ends with the Mulliken charge.
Atoms and positions in Å:
C 5.03 -2.87 1.05  -1.472
C 4.75 -1.54 1.84  -0.386
C 4.25 -0.38 0.91  -0.471
C 5.28 0.75 1.02  -1.930
C 2.74 -0.05 1.11  0.217
S 2.44 0.35 2.89  1.371
O 3.65 0.65 3.57  -0.640
O 1.56 1.47 3.06  -0.514
C 1.67 -1.05 3.86  0.720
F 1.79 -2.27 3.30  -0.216
F 2.29 -1.09 5.03  -0.206
F 0.40 -0.81 4.13  -0.169
N 2.13 -1.36 0.70  1.239
C 1.03 -1.37 0.03  -0.403
C 0.56 -2.71 -0.46  -1.439
O 0.61 -2.68 -1.87  -0.213
O -0.72 -2.53 -2.34  -0.325
C 0.54 0.07 -0.15  2.063
C -0.51 0.25 0.99  -0.223
C -1.66 -0.81 0.97  -2.449
N -1.78 -1.57 2.22  0.529
C -2.30 -2.93 2.05  -0.586
C -3.56 -3.05 1.14  -1.209
C -2.40 -0.83 3.24  0.708
C -2.53 -1.44 4.64  -1.442
O -2.78 0.33 3.09  -0.558
C -0.27 0.40 -1.43  -2.085
O -0.54 1.79 -1.50  0.463
C -1.85 2.08 -1.89  0.456
C -2.59 2.78 -0.96  -0.011
C -3.88 3.18 -1.17  0.429
C -4.60 3.98 -0.12  -1.699
C -4.46 2.85 -2.38  -1.175
C -3.74 2.15 -3.31  -0.579
C -2.44 1.75 -3.10  0.536
C -1.67 1.01 -4.20  1.441
C -0.26 1.64 -4.48  -1.226
C -2.42 1.09 -5.56  -1.983
C 1.96 0.78 0.02  -0.250
P 2.00 2.74 0.21  0.069
O 3.14 2.97 1.35  -0.327
Cl 0.30 3.44 1.10  -0.166
S 2.78 0.73 -1.64  1.440
O 2.59 -0.54 -2.25  -0.608
O 4.14 1.15 -1.55  -0.676
F 2.08 1.80 -2.52  -0.181
H 4.37 -3.66 1.42  0.399
H 4.83 -2.79 -0.02  0.377
H 6.06 -3.19 1.18  0.314
H 5.68 -1.26 2.32  0.774
H 4.04 -1.80 2.63  -0.080
H 4.35 -0.79 -0.11  0.798
H 6.20 0.37 0.55  0.539
H 5.05 1.67 0.50  0.257
H 5.57 1.00 2.05  0.464
H 2.52 -2.29 0.85  0.511
H 1.21 -3.55 -0.18  0.537
H -0.46 -3.00 -0.18  0.228
H -0.61 -2.61 -3.30  0.325
H -0.12 0.23 2.01  -0.147
H -1.05 1.19 0.83  -0.302
H -2.62 -0.29 0.82  0.725
H -1.61 -1.45 0.09  0.665
H -2.55 -3.43 2.98  0.732
H -1.53 -3.55 1.57  0.281
H -3.82 -4.11 1.12  0.498
H -4.38 -2.54 1.65  0.313
H -3.40 -2.70 0.12  0.210
H -1.59 -1.86 4.99  0.282
H -3.24 -2.28 4.57  0.432
H -2.96 -0.71 5.31  0.358
H -1.24 -0.12 -1.43  1.470
H 0.21 0.07 -2.35  -0.162
H -2.11 3.05 -0.02  -0.191
H -5.57 3.54 0.12  0.390
H -4.03 4.04 0.81  0.334
H -4.76 5.02 -0.44  0.364
H -5.48 3.19 -2.56  0.424
H -4.26 1.94 -4.24  0.354
H -1.58 -0.06 -3.97  -0.099
H -0.14 1.82 -5.54  0.482
H 0.51 0.91 -4.22  0.217
H -0.12 2.56 -3.91  0.267
H -1.78 0.80 -6.40  0.474
H -2.67 2.15 -5.72  0.502
H -3.37 0.54 -5.55  0.376
H 3.72 3.68 1.02  0.444

=====

Entry from the Open Molecules 2025 dataset: a single C2H6S2 molecule in a non-equilibrium geometry (ωB97M-V with the def2-TZVPD basis set).

Calculated values
- relative energy (zero: lowest compared OMol25 entry of this formula, charge and spin) (kcal/mol) = 10.2
- structure (SMILES) = CC(S)S
- HOMO-LUMO gap (Ha) = 0.360
- highest occupied orbital energy (eV) = -8.944
- multiplicity = 1

Each line ends with the natural charge from an NBO analysis.
Atoms and positions in Å:
S -1.32 1.00 -0.78  -0.031
S 1.40 0.13 -1.37  -0.055
C 0.20 -0.39 1.04  -0.627
C -0.12 -0.35 -0.45  -0.438
H -1.50 1.33 0.52  0.128
H 0.91 0.85 -2.43  0.142
H 0.50 0.56 1.44  0.220
H 1.04 -1.07 1.19  0.221
H -0.64 -0.74 1.62  0.220
H -0.47 -1.31 -0.77  0.220

=====

Entry from the Open Molecules 2025 dataset: a molecular structure, C22H17N7O4RhS in a non-equilibrium geometry (ωB97M-V with the def2-TZVPD basis set).

Calculated values
- relative energy (zero: lowest compared OMol25 entry of this formula, charge and spin) (kcal/mol) = 28.6
- HOMO-LUMO gap (alpha / beta) (Ha) = 0.188 / 0.207
- highest occupied orbital energy (alpha / beta) (eV) = -8.899 / -10.731
- multiplicity = 5
- net charge = +1

Each line ends with the Löwdin spin population.
Atoms and positions in Å:
Rh -0.45 -1.95 0.71  2.295
O -4.43 -1.40 0.58  0.043
C -3.27 -1.71 0.38  0.019
N -2.22 -1.46 1.28  0.184
C -2.36 -0.55 2.27  0.047
O -3.34 -0.01 2.69  0.051
C -0.92 -0.10 2.80  0.057
C -0.89 0.31 4.23  0.235
C 0.22 0.11 4.98  0.004
C 1.29 -0.63 4.44  0.303
C 1.10 -1.29 3.24  0.043
N 0.04 -1.11 2.48  0.270
C -2.75 -2.33 -0.85  0.017
C -3.56 -2.49 -1.98  -0.002
C -3.02 -3.05 -3.12  0.012
C -1.68 -3.47 -3.10  -0.002
C -0.93 -3.27 -1.96  0.020
N -1.44 -2.69 -0.87  0.059
H -1.76 0.83 4.60  0.011
H 0.27 0.48 5.99  -0.005
H 2.21 -0.75 4.99  0.016
H 1.83 -2.01 2.87  0.002
H -4.58 -2.16 -1.94  0.000
H -3.61 -3.16 -4.02  0.001
H -1.25 -3.94 -3.97  0.000
H 0.11 -3.56 -1.92  0.002
N 2.55 2.77 -4.77  0.003
C 2.46 1.91 -3.74  0.003
C 1.57 0.82 -3.79  0.000
C 1.46 -0.03 -2.71  0.003
C 2.25 0.18 -1.59  0.002
C 3.14 1.25 -1.52  0.003
C 3.25 2.10 -2.59  -0.001
S 1.87 -0.61 -0.07  0.021
O 2.81 -0.31 0.95  0.007
O 1.50 -2.03 -0.23  0.078
N 0.41 0.07 0.24  0.121
C 0.26 1.18 0.96  0.012
N 0.92 2.27 0.70  0.009
C 0.60 3.42 1.30  -0.001
C -0.56 3.52 2.08  0.001
C -1.20 2.36 2.40  0.006
N -0.70 1.15 1.97  0.050
H 2.00 2.65 -5.60  0.000
H 3.19 3.54 -4.72  0.000
H 0.96 0.67 -4.66  0.000
H 0.76 -0.86 -2.71  0.000
H 3.71 1.38 -0.62  0.000
H 3.94 2.93 -2.55  0.000
H 1.26 4.25 1.10  0.000
H -0.92 4.47 2.42  0.000
H -2.12 2.33 2.98  0.001

=====

Entry from the Open Molecules 2025 dataset: a single C7H10ClN molecule in a non-equilibrium geometry (ωB97M-V with the def2-TZVPD basis set).

Calculated values
- relative energy (zero: lowest compared OMol25 entry of this formula, charge and spin) (kcal/mol) = 43.2
- structure (SMILES) = C/N=C/C=C\C=C(\C)Cl
- HOMO-LUMO gap (Ha) = 0.316
- highest occupied orbital energy (eV) = -8.239
- multiplicity = 1

Each line ends with the natural charge from an NBO analysis.
Atoms and positions in Å:
C -1.48 -1.62 -0.90  -0.155
C -2.16 -1.03 0.14  -0.237
C -0.12 -1.31 -1.36  -0.297
C -1.72 -0.02 1.05  0.055
C 0.42 -0.07 -1.52  0.063
C 1.88 0.02 -1.80  -0.646
C 0.08 1.52 1.70  -0.448
N -0.61 0.58 0.82  -0.421
Cl -0.56 1.31 -1.68  0.058
H -2.05 -2.50 -1.09  0.213
H -3.03 -1.46 0.39  0.192
H 0.63 -2.00 -1.51  0.212
H -2.30 0.25 1.92  0.151
H 2.26 -0.60 -2.48  0.222
H 2.34 -0.22 -0.93  0.222
H 2.27 1.09 -2.11  0.219
H 0.52 1.05 2.58  0.202
H 1.04 1.98 1.29  0.203
H -0.63 2.32 2.10  0.190

=====

no.,DFT total energy (a.u.),molar mass (g/mol)
1,-1128.97902,147.06
2,-3837.04363,744.18
3,-876.15429,94.20
4,-2041.21328,578.40
5,-787.54794,143.62